Molecular formula: C8H12NO
Method: DFT, wB97M-V/def2-TZVPD

The value obtained for the max |F| is 0.1012 Eh/bohr. The charge is +1. The energy above the lowest of the compared OMol25 structures with the same formula, charge and spin is 25.81 kcal per mole. As for the spin multiplicity: 1. The calculation puts the LUMO energy at -4.8769 eV. The frontier orbital gap is 0.2730 hartree. Its calculated total energy is -441.70586 Ha. The SMILES is C/C=[NH+]/CCc1ccoc1.

```
22
Properties=species:S:1:pos:R:3:forces:R:3
C -1.601 -2.178 -0.737 -5.198 0.051 -0.234
C -1.423 -1.116 0.294 -0.319 3.397 -2.196
N -1.699 0.145 -0.079 0.145 -4.029 -0.040
C -1.187 1.317 0.571 -2.136 2.291 -1.149
C 0.055 1.846 -0.190 -0.692 -2.135 -0.001
C 1.227 0.939 -0.073 0.064 -0.134 -0.809
C 1.960 0.684 1.124 -0.887 -1.196 -0.957
C 2.693 -0.399 0.827 1.747 -0.829 0.780
O 2.601 -0.737 -0.465 1.321 -1.284 0.456
C 1.740 0.062 -0.999 -2.936 1.647 -1.067
H -0.684 -2.576 -0.756 3.592 -1.907 -0.721
H -1.945 -1.758 -1.720 0.733 -0.134 0.868
H -2.360 -3.076 -0.631 1.474 1.875 0.733
H -0.751 -1.175 1.152 -0.616 -0.423 0.236
H -2.097 0.214 -1.042 0.204 0.293 1.206
H -0.961 1.099 1.582 0.318 -0.417 0.988
H -2.086 2.100 0.605 2.078 -1.467 -0.220
H 0.211 2.711 0.310 0.958 3.004 1.417
H -0.183 2.124 -1.187 -0.292 0.015 -1.046
H 1.712 1.020 2.079 0.110 0.797 1.353
H 3.369 -1.064 1.330 0.100 0.281 0.574
H 1.410 -0.183 -1.996 0.231 0.302 -0.172
```
Positions in Å, forces in eV/Å.